Record 1
Entry from OMol25: one molecule with the formula C15H21N3O at a distorted geometry (ωB97M-V/def2-TZVPD).

LUMO level = 0.9 eV
HOMO-LUMO gap = 9.24 eV
Structure (SMILES) = CN(C)CCO[C@@H](c1ccccc1)c1ccnn1C
Highest occupied orbital energy = -8.364 eV

Last column: Löwdin charge in e.
Atoms and positions in Å:
C1 -4.48181 -0.85660 1.03017  -0.1011
C2 2.35627 0.36348 1.51405  -0.0154
C3 -1.71894 0.03006 0.03463  -0.1499
C4 -2.13600 -0.09203 1.49853  -0.1936
H1 1.46948 4.39895 -2.48877  0.1031
C5 0.41671 0.09532 -1.05561  -0.2488
H2 3.00748 -0.25667 -2.05672  0.1116
C6 3.37562 1.65167 -2.89863  -0.0865
C7 2.95345 2.96241 -2.99202  -0.0905
N1 -3.20539 -1.05793 1.69104  -0.2793
H3 -1.71997 -1.01013 -0.36395  0.1358
H4 1.39164 0.82211 1.83478  0.0951
C8 0.90937 2.41575 -1.83318  -0.0247
H5 -3.98581 -2.43347 3.11500  0.0907
C9 -3.32759 -1.52877 3.09421  -0.0847
H6 -0.15420 -0.40823 -1.80193  0.1430
H7 2.89110 0.14494 2.43698  0.0847
H8 -3.80183 -0.80863 3.73588  0.0659
O1 -0.44501 0.75323 -0.13270  -0.1149
H9 0.75869 -2.77798 -1.51729  0.1047
H10 2.90030 1.11339 0.93004  0.0874
C10 2.19748 -2.94203 0.20069  -0.1488
H11 -4.37963 -0.65479 -0.04591  0.0826
N2 2.11133 -0.84274 0.75918  -0.1323
H12 -2.39093 0.85860 1.91154  0.1114
H13 2.48921 -3.97528 0.20107  0.0913
N3 2.75383 -2.03133 0.98927  0.0652
C11 1.34441 1.08994 -1.67862  -0.1511
H14 -1.25708 -0.45950 2.03188  0.1192
C12 1.23343 -0.97377 -0.31862  -0.1850
C13 2.61721 0.73906 -2.18634  -0.0241
H15 4.36015 1.35781 -3.22771  0.1025
H16 -2.35702 -1.79451 3.51515  0.0794
H17 3.56651 3.70659 -3.47188  0.0969
C14 1.73171 3.34649 -2.42611  -0.0790
C15 1.28442 -2.30070 -0.68950  -0.0402
H18 -0.08346 2.67027 -1.50344  0.1117
H19 -5.04948 -1.77143 1.12834  0.0736
H20 -5.10279 -0.10689 1.52445  0.0795
H21 -2.52287 0.56336 -0.48796  0.1144

Cartesian forces (eV/Å) of the 2 atoms listed first:
0.34 -0.04 0.29
-0.53 0.64 0.55


Record 2
Entry from OMol25: a 3-piece molecular cluster, C29H47NO5 overall at a distorted geometry (ωB97M-V/def2-TZVPD).

LUMO level = -0.7 eV
HOMO-LUMO gap = 7.65 eV
Structure (SMILES) = CCCCCc1c(CCO)c(N=C(C)C)c2c(c1[C@H](C)CCC)C(=O)C=CC2=O.CCO.CCO
Highest occupied orbital energy = -8.322 eV

Last column: Löwdin charge in e.
Atoms and positions in Å:
C1 3.89841 -2.32733 -0.90564  -0.0081
H1 0.68422 -2.62890 -7.21517  0.1095
C2 -0.10943 2.80394 -1.06814  -0.1748
H2 -1.79652 2.05025 0.77661  0.0742
H3 -5.70909 -0.11181 1.79244  0.0694
H4 2.46035 0.97310 2.68215  0.1048
H5 0.40380 2.95146 -2.01949  0.1002
C3 0.60173 0.68007 0.14797  -0.0971
H6 -0.02651 1.49495 4.30441  0.1144
H7 -6.97134 -1.49192 4.22115  0.1085
C4 0.06941 -3.53361 0.39342  -0.2913
C5 -0.66057 4.19111 -0.67622  -0.2119
C6 3.40226 0.92420 -1.63304  -0.2335
H8 0.67914 2.53651 3.08576  0.1049
C7 -6.15014 -0.97846 3.72203  -0.3274
H9 2.10516 -0.77703 -5.62368  0.0655
C8 -1.59817 2.14506 1.83951  -0.0241
H10 1.79107 -3.04540 -5.89720  0.1055
C9 0.41820 1.49909 3.30567  -0.1586
H11 4.68824 -3.05583 -0.72034  0.0770
O1 3.67816 0.89638 -0.24111  -0.0737
C10 -0.11663 0.14637 1.20502  -0.0939
H12 0.71280 2.67540 0.94422  0.0895
H13 -6.77703 -1.50606 1.72821  0.0744
H14 -5.90570 -0.07907 4.29906  0.1061
H15 -0.77128 -1.38834 -5.60126  0.0755
C11 0.99922 -1.50665 -0.78211  -0.1467
C12 -1.05526 -1.90831 2.31781  -0.2830
H16 3.73241 -1.75551 0.00679  0.0858
H17 4.62189 0.77780 -0.10872  0.0940
H18 0.39658 -4.98118 2.10248  0.1211
H19 -2.82655 6.22577 -2.30371  0.0620
H20 1.43250 1.32662 -2.40386  0.0913
H21 1.45741 -0.43392 3.21153  0.1024
H22 3.50645 1.96491 -1.96190  0.1135
H23 0.33083 -1.78681 -4.28950  0.0491
O2 -2.08532 -1.49706 2.82481  0.0950
H24 1.86576 2.35157 -0.38034  0.0956
H25 1.72851 0.03843 5.42268  0.0695
C13 -0.27824 -1.21738 1.23567  -0.0508
C14 2.63724 -3.00944 -1.40028  -0.3514
H26 2.75458 -4.91655 -0.50878  0.0954
H27 1.97687 -0.27396 -2.75388  0.0990
H28 -4.29877 -1.40494 3.30817  0.0430
H29 2.24272 1.74893 5.16966  0.0691
C15 1.67622 0.62258 3.35322  -0.2269
H30 4.09704 0.32190 -2.21754  0.0984
N1 1.56168 -2.40192 -1.73777  0.1409
H31 0.01856 4.96201 -1.04572  0.1018
H32 3.31368 0.37184 4.75468  0.0638
C16 2.75421 -4.50825 -1.52102  -0.0310
C17 -2.11783 5.41159 -2.43625  -0.1019
C18 -0.69603 0.97922 2.33514  -0.2656
H33 -1.05618 3.07654 1.99407  0.0563
H34 -1.13808 5.86333 -2.59527  0.0590
H35 -2.34467 4.82699 -3.32774  0.0649
H36 -0.55428 -3.54105 3.78083  0.1240
O3 -5.03267 -1.85742 3.73815  -0.0870
C19 -6.53828 -0.60943 2.30124  -0.0954
H37 -7.40352 0.05631 2.28974  0.0704
H38 3.73163 -4.74305 -1.95446  0.0784
H39 1.95440 -4.91121 -2.13311  0.0806
H40 -0.92695 2.10753 -1.26321  0.1074
C20 -2.09961 4.44875 -1.21448  -0.2317
C21 0.26826 -2.02859 0.26149  -0.0214
C22 1.15751 -0.12657 -0.82480  -0.0942
O4 1.75174 -1.06572 -6.46990  -0.0875
C23 2.28297 0.73125 4.78820  -0.1084
C24 -0.05673 -2.13454 -5.25046  -0.0890
H41 -0.58206 -3.07726 -5.09127  0.0765
C25 0.00305 -4.01308 1.81072  0.0204
O5 -0.06007 -4.29502 -0.54768  0.1028
H42 -1.34977 0.38332 2.95568  0.1007
C26 0.86444 2.17679 -0.00549  -0.0878
C27 1.07018 -2.30044 -6.25125  -0.3200
H43 -2.50729 3.48880 -1.52449  0.0919
C28 1.94682 0.48003 -1.96386  -0.0886
H44 -2.66752 4.90922 -0.40777  0.0970
H45 -2.50458 2.22109 2.43787  0.0845
C29 -0.51135 -3.23555 2.74466  0.0265
H46 4.25143 -1.69653 -1.71737  0.0739
H47 -0.69569 4.32009 0.40237  0.0776

Cartesian forces (eV/Å) of the 2 atoms listed first:
-0.21 -0.46 0.67
0.09 0.09 -0.06


Record 3
Entry from OMol25: a 2-piece molecular cluster, C3H7N overall at a distorted geometry (ωB97M-V/def2-TZVPD).

LUMO level = 1.2 eV
HOMO-LUMO gap = 10.70 eV
Structure (SMILES) = C=C.C=N
Highest occupied orbital energy = -9.541 eV

Last column: Löwdin charge in e.
Atoms and positions in Å:
H1 -0.84616 -0.38398 -2.78843  0.0285
C1 -1.46665 -0.69459 -1.97368  -0.0620
N1 1.15642 0.80670 0.96145  0.0344
H2 2.76306 -0.41879 1.38827  0.0373
C2 2.01043 0.21506 1.74395  -0.0767
H3 -2.06586 -1.54285 -2.15219  0.0178
H4 -2.05955 -0.40134 -0.00011  0.0401
C3 -1.37312 -0.04843 -0.76049  -0.0681
H5 -0.63689 0.70927 -0.68124  -0.0019
H6 0.56067 1.37797 1.46245  -0.0007
H7 1.95765 0.38097 2.80003  0.0513

Cartesian forces (eV/Å) of the 2 atoms listed first:
0.34 0.13 -0.35
0.93 1.93 2.63


Record 4
Entry from OMol25: one molecule with the formula CH5N3OS at a distorted geometry (ωB97M-V/def2-TZVPD).

LUMO level = 0.5 eV
HOMO-LUMO gap = 9.50 eV
Structure (SMILES) = [H]/N=C(\NO)NS
Highest occupied orbital energy = -8.991 eV

Last column: Löwdin charge in e.
Atoms and positions in Å:
H1 0.97598 0.50073 -1.50591  0.1027
H2 -1.76189 -0.53503 -0.24921  0.0835
O1 -0.87578 0.30573 -1.96776  -0.1538
S1 1.31228 -0.95698 2.29358  0.7093
N1 1.18047 -0.12126 0.78868  -0.3939
C1 -0.00725 -0.20752 0.06985  -0.5893
H3 -0.00537 -0.91161 2.71547  -0.1270
H4 1.48425 0.83865 0.84630  0.0700
N2 -1.02224 -0.81201 0.46777  0.1244
N3 0.12607 0.75382 -1.04460  -0.0141
H5 -1.40651 1.14550 -2.41417  0.1882

Cartesian forces (eV/Å) of the 2 atoms listed first:
0.79 -0.03 -0.35
0.86 -1.00 1.11


Record 5
Entry from OMol25: a 9-piece molecular cluster, C14H46O14 overall at a distorted geometry (ωB97M-V/def2-TZVPD).

LUMO level = 0.1 eV
HOMO-LUMO gap = 9.86 eV
Structure (SMILES) = OCCO.OCCO.OCCO.OCCO.OCCO.CO.CO.CO.CO
Highest occupied orbital energy = -9.759 eV

Last column: Löwdin charge in e.
Atoms and positions in Å:
H1 -1.79290 2.85374 2.16904  0.1180
H2 -0.88560 -3.15721 -2.61358  0.0779
H3 1.48766 3.38144 -1.74159  0.1062
H4 0.83763 -5.87898 -3.34657  0.0890
H5 0.17532 2.19697 0.10006  0.0824
H6 2.13510 -1.42814 -0.11987  0.1232
C1 -2.85349 2.82291 2.40512  -0.1990
H7 2.01103 -7.10057 -1.11117  0.1220
O1 1.73723 -5.58544 -3.17288  -0.0503
H8 -1.08182 -0.21549 3.17766  0.0678
H9 -2.34888 2.45599 -1.66071  0.1030
C2 2.23387 5.34265 -2.11230  -0.2622
H10 2.00704 -3.67759 1.44411  0.0710
C3 -1.59143 -3.16511 -1.77382  -0.1346
H11 -3.80263 2.90346 0.46578  0.1151
O2 1.84539 6.68781 -1.95076  -0.0476
H12 1.92597 -5.84078 0.15414  0.0934
H13 -2.64152 -0.19909 -4.30333  0.0887
O3 -3.02259 1.03345 0.76586  -0.0771
C4 -3.67771 2.18920 1.27659  -0.2206
H14 -3.52942 1.61954 -2.57217  0.1238
H15 0.33347 4.64757 -1.48989  0.1205
C5 1.32564 -3.88525 2.27179  -0.1572
H16 0.80922 -1.30364 -1.21285  0.1090
C6 1.18755 -0.90731 -0.25827  -0.2058
H17 -0.33947 -5.55930 -0.75492  0.0481
O4 3.79878 3.07230 1.27078  -0.1338
H18 -2.54223 2.48086 4.28634  0.1013
H19 0.32834 -3.48992 2.06627  0.0613
H20 -2.10371 -2.21910 -1.61944  0.0771
C7 -2.50980 2.01088 -2.65174  -0.2427
H21 1.25025 -4.97144 2.37798  0.0824
H22 -1.45810 -1.93736 3.66920  0.0768
C8 -1.66734 -0.88201 3.81215  -0.1393
H23 2.44377 3.89474 0.32414  0.0460
C9 1.37774 0.60020 -0.33952  -0.2221
O5 0.10708 -6.41971 -0.69985  -0.0668
O6 -1.00813 -3.63665 -0.55787  -0.1453
C10 -1.56514 0.91733 -3.09773  -0.2564
O7 -1.87580 0.38220 -4.36681  -0.0475
O8 -3.16984 2.14065 3.63844  -0.0848
H24 -3.24823 3.83295 2.55925  0.1185
H25 1.34990 -4.19932 -1.66035  0.0978
O9 -3.07867 -0.70578 3.64079  -0.1408
H26 2.59414 7.26662 -1.79940  0.0862
H27 -1.28162 0.19570 -2.32731  0.1008
H28 4.19022 2.03051 3.00559  0.0844
H29 -1.64998 3.54185 -3.61912  0.0768
C11 1.50133 -6.18930 -0.79434  -0.2441
H30 3.30174 5.11306 -1.97622  0.1193
O10 0.15335 1.26069 -0.10799  -0.0711
O11 1.87366 -3.26681 3.43635  -0.1216
H31 1.62717 0.87086 -1.37169  0.1192
H32 -4.66337 1.92501 1.67071  0.1272
H33 2.71003 2.98003 2.95858  0.0936
H34 2.96429 1.31866 2.09751  0.0659
H35 -0.69573 -2.85354 -0.08245  0.0366
O12 1.67478 4.43231 0.06230  -0.0598
O13 -2.51491 3.14362 -3.50889  -0.0660
C12 1.37389 4.37843 -1.29194  -0.2753
H36 -1.42799 -0.64164 4.85445  0.0778
C13 3.32910 2.30700 2.37823  -0.1186
H37 2.21310 5.13450 -3.19692  0.1141
H38 -3.22596 0.25415 3.61045  0.0220
H39 -3.00439 0.35532 1.45605  0.0643
H40 4.44266 2.59291 0.74249  0.0956
O14 0.20023 -1.23868 0.71722  -0.0913
H41 1.68323 -3.83584 4.18584  0.0700
H42 2.93356 -4.94237 -1.65391  0.1203
H43 2.18169 0.87609 0.34096  0.0876
H44 -0.61414 1.43637 -3.28827  0.1151
H45 -2.28425 -3.95027 -2.09337  0.0838
C14 1.87382 -5.14424 -1.85164  -0.2728
H46 -0.37318 -0.45268 0.75921  0.0735

Cartesian forces (eV/Å) of the 2 atoms listed first:
0.13 -0.20 0.05
0.30 0.59 0.27


Record 6
Entry from OMol25: a 2-piece molecular cluster, C4H12 overall at a distorted geometry (ωB97M-V/def2-TZVPD).

LUMO level = 1.1 eV
HOMO-LUMO gap = 12.76 eV
Structure (SMILES) = CC.CC
Highest occupied orbital energy = -11.630 eV

Last column: Löwdin charge in e.
Atoms and positions in Å:
C1 1.31663 -0.39151 1.48405  -0.1769
H1 -1.97252 0.34199 -2.66034  0.0620
C2 -2.03050 -0.37853 -1.83859  -0.1726
H2 -3.10141 -0.63534 -1.87331  0.0624
H3 -0.68537 0.67329 -0.52509  0.0493
H4 0.36745 0.09351 1.55663  0.0335
C3 2.40959 0.45298 0.87599  -0.1790
H5 2.10326 0.95879 -0.04386  0.0583
H6 1.06958 -1.15996 0.74533  0.0660
H7 -2.44346 1.07167 -0.24314  0.0631
H8 1.60920 -0.84152 2.42822  0.0660
H9 -1.74989 -0.39977 0.29733  0.0592
H10 -1.53428 -1.31560 -2.05302  0.0586
H11 3.28754 -0.14017 0.60609  0.0626
H12 2.78811 1.25382 1.52160  0.0623
C4 -1.71785 0.32171 -0.52520  -0.1749

Cartesian forces (eV/Å) of the 2 atoms listed first:
0.13 -0.65 -0.94
0.54 -0.30 -0.13


Record 7
Entry from OMol25: C7H10 as an isolated structure at a distorted geometry (ωB97M-V/def2-TZVPD).

LUMO level = 1.0 eV
HOMO-LUMO gap = 8.27 eV
Highest occupied orbital energy = -7.306 eV

Last column: Löwdin charge in e.
Atoms and positions in Å:
C1 -0.35781 -0.81490 0.88869  -0.1317
H1 2.35725 0.35424 1.09242  0.0901
H2 -2.51432 -0.84348 0.12324  0.1251
H3 -2.25838 1.83613 0.11546  0.0943
C2 0.54090 0.05353 0.00579  -0.3539
C3 -0.74276 -0.74805 -1.28789  0.0165
H4 -0.41561 -0.48856 1.92961  0.1191
H5 0.31343 -1.01956 -1.17531  0.0567
H6 2.58155 0.51636 -0.65419  0.0792
C4 -1.51954 -0.40951 -0.02924  -0.3067
C5 -1.43376 1.14088 0.07467  -0.0582
H7 -0.14100 -1.88850 0.82119  0.1185
H8 0.41203 2.33247 0.00176  0.1074
C6 2.05454 -0.05689 0.11522  -0.0423
H9 2.41805 -1.09223 0.08556  0.0808
C7 -0.12946 1.39566 0.03161  -0.0720
H10 -0.98940 -0.12656 -2.14875  0.0771

Cartesian forces (eV/Å) of the 2 atoms listed first:
0.08 0.05 0.17
-0.14 -0.08 -0.21